Here is 9 unconnected molecules or ions with the total composition C18H54O18 in a non-equilibrium geometry from the Open Molecules 2025 dataset. Energies are from ωB97M-V/def2-TZVPD.

Properties
Calculated total energy (eV): -56392.012
Largest force on an atom (Eh/bohr): 0.0367
Energy relative to the best compared isomer or geometry (same formula, charge and spin) (kcal/mol): 21.7
LUMO (eV): -0.03
Orbital gap (eV): 9.86
E_HOMO (eV): -9.89

```
! wB97M-V def2-TZVPD RIJCOSX def2/J DEFGRID3
* xyz 0 1
C 3.3800 0.2156 1.9215
C 2.1573 0.7036 2.7392
O 2.1810 2.0931 3.1055
O 3.1635 0.3261 0.5240
H 3.6850 -0.7883 2.2170
H 4.2391 0.8441 2.2005
H 2.0979 0.1564 3.6747
H 1.3191 0.6298 2.0385
H 2.2222 2.5484 2.2513
H 2.7742 1.2010 0.3691
C -4.4383 2.1891 1.1866
C -4.3957 0.6945 1.2610
O -3.5067 0.0358 0.3594
O -5.6376 2.6712 1.7786
H -4.4644 2.5271 0.1409
H -3.4956 2.6066 1.5525
H -5.3634 0.2158 1.1149
H -4.0377 0.4784 2.2722
H -3.6291 0.3492 -0.5520
H -5.3979 3.2550 2.5046
C 0.9686 4.7422 1.5365
C 1.4739 4.1187 0.2329
O 2.6615 3.3453 0.4306
O 0.0208 3.8839 2.1569
H 0.5463 5.7361 1.4062
H 1.8313 4.8651 2.2043
H 1.6037 4.8991 -0.5284
H 0.6377 3.5504 -0.1878
H 3.0776 3.3041 -0.4382
H 0.4433 3.2792 2.7799
C 0.6516 -1.6008 -5.8856
C 0.9137 -0.7053 -7.0615
O -0.2621 0.0036 -7.4511
O 0.1654 -0.7396 -4.8317
H 1.5878 -2.0243 -5.5066
H -0.1164 -2.3683 -6.0122
H 1.3560 -1.2233 -7.9150
H 1.7056 0.0190 -6.8374
H -0.7421 0.0988 -6.6167
H 0.1838 -1.1833 -3.9779
C 1.8928 -3.9981 2.2721
C 0.8893 -3.1080 3.0211
O 0.7308 -3.5214 4.3763
O 1.4386 -5.2826 1.9643
H 2.8314 -3.9935 2.8477
H 2.1139 -3.4998 1.3236
H -0.0693 -3.1875 2.5132
H 1.2680 -2.0823 3.0190
H 1.6109 -3.6832 4.7326
H 0.9674 -5.6800 2.7040
C 3.9884 -2.1469 -1.8324
C 3.5584 -3.2755 -2.7557
O 3.4568 -4.4677 -1.9546
O 2.9259 -2.0256 -0.8827
H 4.1079 -1.1963 -2.3557
H 4.8788 -2.4322 -1.2737
H 4.1326 -3.5549 -3.6346
H 2.5568 -3.0187 -3.1311
H 2.9132 -4.1973 -1.2000
H 2.9706 -1.1604 -0.4148
C -0.0154 -1.2239 -0.7906
C -0.2270 0.1839 -0.2497
O -0.9041 0.1927 0.9928
O 0.6050 -1.1849 -2.0747
H -0.9440 -1.7924 -0.8990
H 0.6419 -1.7556 -0.0958
H -0.6980 0.7962 -1.0310
H 0.7454 0.6541 -0.0693
H -1.8602 0.1431 0.7298
H 1.4484 -1.6475 -2.0152
C -3.6665 -0.2524 -4.0741
C -2.9619 0.6087 -3.0167
O -3.9113 1.2741 -2.1665
O -4.7598 -0.9710 -3.5056
H -2.9425 -0.8880 -4.5789
H -4.1801 0.3830 -4.8120
H -2.4259 1.3857 -3.5660
H -2.2830 -0.0056 -2.4282
H -4.0372 2.1550 -2.5291
H -5.3370 -0.3083 -3.1112
C -1.3424 1.6833 4.3904
C -1.8815 1.2590 5.7507
O -0.8149 1.1401 6.6705
O -0.8152 0.4885 3.8153
H -0.5503 2.4362 4.4573
H -2.0877 2.1532 3.7347
H -2.4196 0.3087 5.6751
H -2.6255 1.9681 6.1204
H -0.0796 0.7165 6.2156
H -0.3937 0.6583 2.9650
*
```

Quick look at the Mulliken charges, all values in e:
1 C -0.49
2 C 1.00
3 O -0.65
4 O -0.77
5 H 0.45
6 H 0.29
7 H 0.50
8 H -0.89
9 H 0.17
10 H 0.08
11 C 0.14
12 C -0.45
13 O -0.56
14 O -0.56
15 H 0.03
16 H 0.02
17 H 0.37
18 H 0.26
19 H 0.29
20 H 0.34
21 C -0.69
22 C -0.18
23 O -0.63
24 O -0.47
25 H 0.41
26 H 0.31
27 H 0.48
28 H 0.09
29 H 0.33
30 H 0.29
31 C -0.11
32 C -0.46
33 O -0.57
34 O -0.41
35 H 0.14
36 H 0.28
37 H 0.37
38 H 0.26
39 H 0.35
40 H 0.28
41 C 0.16
42 C 0.08
43 O -0.56
44 O -0.55
45 H 0.37
46 H -0.26
47 H 0.30
48 H -0.22
49 H 0.35
50 H 0.33
51 C -0.43
52 C -0.20
53 O -0.61
54 O -0.04
55 H 0.36
56 H 0.29
57 H 0.40
58 H 0.01
59 H 0.35
60 H 0.21
61 C -0.08
62 C 0.69
63 O -0.12
64 O -0.72
65 H 0.32
66 H -0.05
67 H 0.21
68 H -0.64
69 H 0.25
70 H 0.24
71 C -0.57
72 C 0.40
73 O -0.59
74 O -0.57
75 H 0.31
76 H 0.31
77 H 0.54
78 H -0.52
79 H 0.30
80 H 0.32
81 C -0.02
82 C -0.60
83 O -0.57
84 O -0.32
85 H 0.27
86 H 0.07
87 H 0.28
88 H 0.36
89 H 0.34
90 H 0.15


Here is 8 unconnected molecules or ions with the total composition C18H55BClO11PS8Si from the Open Molecules 2025 dataset. Energies are from ωB97M-V/def2-TZVPD.

Properties
Calculated total energy (eV): -159129.181
Largest force on an atom (Eh/bohr): 0.0166
LUMO (eV): 0.34
Orbital gap (eV): 8.51
E_HOMO (eV): -8.17

```
! wB97M-V def2-TZVPD RIJCOSX def2/J DEFGRID3
* xyz 0 1
C -0.2918 3.5439 2.5855
C -1.4567 3.1309 1.6818
C -0.9344 2.4186 0.4313
Cl -1.9462 2.8910 -1.0070
Si -0.9590 0.5196 0.4877
C 0.7227 -0.2716 0.3387
B 1.8775 0.7496 -0.0268
O 2.7393 1.1878 0.9615
O 1.9978 1.2679 -1.2725
P -1.9170 -0.2867 2.3687
O -1.5207 -1.8327 2.4242
O -1.0661 0.3439 3.5659
S -3.8236 0.0318 2.4698
H 0.4083 2.7164 2.7034
H 0.2287 4.3908 2.1447
H -0.6637 3.8093 3.5718
H -1.9790 4.0298 1.3571
H -2.1844 2.5378 2.2310
H 0.0541 2.8070 0.1986
H -1.8274 0.0129 -0.5934
H 0.9625 -0.7643 1.2834
H 0.6386 -1.0605 -0.4129
H 3.0258 0.3900 1.4250
H 1.4113 0.7703 -1.8690
H -1.8970 -2.2369 1.6062
H -1.3487 -0.0172 4.4178
C -0.1884 0.6179 -5.6939
S -0.6685 1.3397 -4.1294
O 0.0320 0.5526 -3.0672
C -2.3605 0.7680 -4.1453
H 0.8721 0.8185 -5.8374
H -0.3573 -0.4590 -5.6639
H -0.7705 1.0764 -6.4927
H -2.3762 -0.3200 -4.2224
H -2.8764 1.2194 -4.9923
H -2.8216 1.0752 -3.2075
C -2.8431 1.7460 -9.8028
S -3.3497 2.4773 -8.2444
O -2.6468 1.7058 -7.1745
C -5.0419 1.8979 -8.2832
H -1.7865 1.9617 -9.9461
H -3.0016 0.6687 -9.7630
H -3.4221 2.1919 -10.6108
H -5.0453 0.8101 -8.3589
H -5.5488 2.3473 -9.1370
H -5.5160 2.2229 -7.3572
C 3.4494 -3.3659 4.2827
S 3.9926 -2.9822 2.6262
O 3.9635 -1.4925 2.5348
C 2.5410 -3.5916 1.7632
H 4.2106 -3.0073 4.9700
H 2.5031 -2.8629 4.4815
H 3.3428 -4.4426 4.3990
H 1.6541 -3.0768 2.1346
H 2.4559 -4.6660 1.9232
H 2.6745 -3.3865 0.7027
C 6.1833 2.3511 5.8761
S 5.2082 0.8471 5.7479
O 6.1705 -0.2907 5.7646
C 4.6812 1.0929 4.0540
H 6.6356 2.3724 6.8652
H 6.9600 2.3416 5.1118
H 5.5297 3.2139 5.7505
H 5.5466 1.1936 3.3995
H 4.0556 1.9850 4.0014
H 4.1028 0.2229 3.7556
C 5.4733 -6.1249 8.2956
S 4.4948 -4.6304 8.1067
O 3.6205 -4.8401 6.9212
C 5.8471 -3.5774 7.5673
H 4.7984 -6.9267 8.5864
H 5.9506 -6.3662 7.3461
H 6.2195 -5.9710 9.0747
H 6.2996 -4.0000 6.6703
H 6.5824 -3.4969 8.3675
H 5.4421 -2.5916 7.3448
C -3.1411 -2.6290 -1.9559
S -3.9194 -2.9975 -0.3824
O -2.8086 -3.2921 0.5718
C -4.5861 -4.5933 -0.8512
H -2.6140 -1.6834 -1.8455
H -2.4353 -3.4208 -2.2072
H -3.9102 -2.5362 -2.7231
H -3.7766 -5.2455 -1.1780
H -5.3158 -4.4513 -1.6477
H -5.0740 -5.0159 0.0240
C -4.1581 5.6855 -5.1032
S -4.2789 3.8948 -5.0760
O -5.6577 3.5463 -5.5293
C -4.2642 3.7535 -3.2896
H -4.2009 6.0044 -6.1425
H -4.9919 6.1134 -4.5473
H -3.2068 5.9851 -4.6643
H -5.0904 4.3308 -2.8755
H -3.3098 4.1183 -2.9128
H -4.3836 2.7048 -3.0322
*
```

Quick look at the Mulliken charges, all values in e:
1 C -1.31
2 C -0.37
3 C -0.23
4 Cl -0.15
5 Si -0.01
6 C -0.10
7 B 0.68
8 O -0.55
9 O -0.40
10 P 0.57
11 O -0.43
12 O -0.48
13 S -0.41
14 H 0.22
15 H 0.40
16 H 0.39
17 H 0.43
18 H 0.17
19 H 0.56
20 H -0.34
21 H -0.08
22 H 0.40
23 H 0.23
24 H 0.32
25 H 0.35
26 H 0.31
27 C -0.91
28 S 0.50
29 O -0.78
30 C -0.30
31 H 0.39
32 H 0.28
33 H 0.31
34 H 0.34
35 H 0.08
36 H -0.01
37 C -1.01
38 S 0.40
39 O -0.59
40 C -0.84
41 H 0.34
42 H 0.30
43 H 0.40
44 H 0.31
45 H 0.40
46 H 0.25
47 C -0.69
48 S 0.29
49 O -0.57
50 C -0.75
51 H 0.03
52 H 0.33
53 H 0.44
54 H 0.05
55 H 0.42
56 H 0.34
57 C -1.01
58 S 0.56
59 O -0.63
60 C -0.62
61 H 0.34
62 H 0.30
63 H 0.36
64 H 0.38
65 H 0.43
66 H -0.05
67 C -0.95
68 S 0.44
69 O -0.56
70 C -0.79
71 H 0.33
72 H 0.30
73 H 0.36
74 H 0.31
75 H 0.43
76 H 0.13
77 C -0.44
78 S 0.55
79 O -0.74
80 C -1.08
81 H -0.23
82 H 0.37
83 H 0.44
84 H 0.31
85 H 0.40
86 H 0.37
87 C -1.17
88 S 0.85
89 O -0.73
90 C -1.01
91 H 0.35
92 H 0.35
93 H 0.36
94 H 0.49
95 H 0.29
96 H 0.26


Here is a molecular structure, C18H55CrHgO14S in a non-equilibrium geometry from the Open Molecules 2025 dataset. Energies are from ωB97M-V/def2-TZVPD.

Properties
Calculated total energy (eV): -91646.002
Largest force on an atom (Eh/bohr): 0.0629
Energy relative to the best compared isomer or geometry (same formula, charge and spin) (kcal/mol): 66.1
<S²>: 6.009
LUMO (alpha / beta) (eV): -5.37 / -5.38
Orbital gap (alpha / beta) (eV): 5.70 / 6.29
E_HOMO (alpha / beta) (eV): -11.07 / -11.67

```
! wB97M-V def2-TZVPD RIJCOSX def2/J DEFGRID3
* xyz 1 5
Hg -8.9152 7.3237 -15.4065
Cr -11.8910 7.8595 -18.0543
S -10.8022 10.1598 -15.9605
O -9.8973 10.6541 -16.9856
O -11.7406 9.2113 -16.5874
O -10.0284 9.2570 -15.1118
O -11.4701 11.2320 -15.2244
O -10.0240 7.0339 -17.4748
H -9.4128 7.6941 -17.8559
C -13.4116 10.3734 -12.2599
C -14.1765 11.4634 -13.0321
O -13.2161 12.3482 -13.6280
H -14.1660 9.6374 -11.9819
H -12.9953 10.8764 -11.3871
H -12.5885 9.9473 -12.8337
H -14.9245 11.9132 -12.3792
H -14.9001 10.9671 -13.6787
H -12.7186 11.8241 -14.2600
C -6.0442 8.1685 -17.9022
C -7.0362 9.4206 -17.7584
O -7.7921 9.1867 -16.5904
H -5.4844 8.0619 -16.9730
H -5.2697 8.2489 -18.6650
H -6.6642 7.2728 -17.9381
H -7.7974 9.3874 -18.5378
H -6.6349 10.4174 -17.5751
H -8.4020 9.9272 -16.5546
C -16.1467 9.5872 -18.5326
C -14.8721 9.2449 -19.3755
O -13.8380 9.0095 -18.4118
H -16.6953 8.6741 -18.3015
H -16.8324 10.2604 -19.0470
H -15.8929 10.2275 -17.6878
H -14.5304 10.1750 -19.8297
H -14.9680 8.4157 -20.0765
H -13.7348 9.8802 -18.0208
C -6.7986 7.3703 -11.4321
C -6.5404 7.5484 -12.9664
O -7.7498 8.0909 -13.4871
H -7.3547 6.4587 -11.2134
H -7.2779 8.2138 -10.9352
H -5.8202 7.2761 -10.9609
H -6.2943 6.5942 -13.4323
H -5.8297 8.3525 -13.1575
H -7.7359 9.0439 -13.3720
C -9.9529 14.0459 -17.2063
C -8.5487 13.4280 -17.0781
O -8.2723 12.4844 -18.1028
H -10.2023 14.7162 -16.3838
H -10.6520 13.2105 -17.2467
H -9.9626 14.6376 -18.1217
H -8.2568 12.9631 -16.1365
H -7.8040 14.2237 -17.1009
H -8.7683 11.7121 -17.8215
C -14.6300 7.8055 -15.5071
C -14.2013 6.4177 -16.0451
O -12.9528 6.4680 -16.6884
H -15.6431 7.6952 -15.1206
H -14.4748 8.6342 -16.1980
H -14.0062 8.0514 -14.6477
H -15.0400 6.1185 -16.6738
H -14.1738 5.8115 -15.1396
H -12.6525 5.5621 -16.7924
C -11.5947 11.4761 -20.0838
C -10.9589 10.0945 -20.3440
O -10.8728 9.4253 -19.1352
H -11.7132 12.0206 -21.0206
H -10.9904 12.0957 -19.4212
H -12.5328 11.4907 -19.5290
H -10.0349 10.2493 -20.9011
H -11.6473 9.5911 -21.0228
H -10.4996 10.0099 -18.4715
C -14.9535 12.9991 -18.4361
C -14.5251 12.5442 -17.0482
O -13.4629 11.6800 -17.1820
H -14.1067 13.3134 -19.0461
H -15.5990 13.8759 -18.4870
H -15.5510 12.2048 -18.8836
H -15.3040 11.9943 -16.5199
H -14.2217 13.3750 -16.4111
H -13.0562 11.7804 -16.3182
C -9.7541 10.5331 -11.4003
C -9.1747 11.6050 -12.3225
O -8.4734 11.1275 -13.4476
H -10.3084 11.0824 -10.6393
H -8.9821 9.9159 -10.9407
H -10.4626 9.8347 -11.8455
H -8.6117 12.2965 -11.6958
H -10.0471 12.1671 -12.6558
H -8.9948 10.6922 -14.1260
*
```

Quick look at the Mulliken charges, all values in e:
1 Hg 1.25
2 Cr 0.07
3 S 1.46
4 O -1.38
5 O 0.55
6 O -0.07
7 O -1.01
8 O -1.03
9 H 0.38
10 C -0.57
11 C -0.26
12 O -0.58
13 H 0.40
14 H 0.28
15 H -0.14
16 H 0.47
17 H 0.08
18 H 0.45
19 C -1.20
20 C -0.15
21 O -0.27
22 H 0.30
23 H 0.38
24 H 0.23
25 H 0.20
26 H 0.38
27 H 0.15
28 C -1.14
29 C -0.24
30 O 0.10
31 H 0.31
32 H 0.40
33 H 0.17
34 H 0.19
35 H 0.44
36 H -0.29
37 C -1.03
38 C -0.35
39 O -0.32
40 H 0.30
41 H 0.22
42 H 0.39
43 H 0.36
44 H 0.30
45 H 0.20
46 C -0.43
47 C -0.13
48 O -0.61
49 H 0.42
50 H -0.28
51 H 0.31
52 H 0.04
53 H 0.47
54 H 0.34
55 C -0.65
56 C -0.43
57 O -0.27
58 H 0.51
59 H -0.09
60 H 0.21
61 H 0.36
62 H 0.32
63 H 0.27
64 C -0.93
65 C -0.52
66 O -0.25
67 H 0.50
68 H 0.28
69 H -0.04
70 H 0.36
71 H 0.40
72 H 0.28
73 C -0.95
74 C -0.40
75 O 0.52
76 H 0.27
77 H 0.43
78 H 0.08
79 H 0.29
80 H 0.54
81 H -0.30
82 C -0.83
83 C -0.20
84 O -0.66
85 H 0.43
86 H 0.12
87 H 0.11
88 H 0.46
89 H 0.19
90 H 0.08


Q: The highest largest force on an atom belongs to which entry?
A: C18H55CrHgO14S